1.
A cluster of 2 separate species, C3H6N2O4 in total at a distorted geometry. Source: OMol25; level of theory: ωB97M-V/def2-TZVPD.

Atoms and positions in Å:
N  1.0087  -1.4541  0.8273
H  1.8207  -1.3872  1.4231
H  0.8157  -2.2371  0.2139
O  0.0936  1.9300  -0.5249
O  -1.6716  -0.5255  -2.4227
O  -1.2113  -0.9927  0.7031
C  -1.4508  0.1568  -1.4397
C  -0.0557  1.0092  -1.3045
H  -0.6862  0.8237  2.2266
N  0.1094  0.2093  2.1065
H  1.6516  1.2365  -2.0315
H  -2.2136  0.6099  -0.7908
C  -0.0840  -0.7352  1.1621
O  0.8906  0.6427  -2.1845
H  0.9829  0.7136  2.0361

SMILES: O=CC(=O)O.NC(N)=O

Here are the Löwdin charges for atoms 1 to 6, given in e: N 0.172; H 0.109; H 0.125; O 0.074; O 0.074; O 0.001

2.
A cluster of 2 separate species, C3H6N2O7 in total at a distorted geometry. Source: OMol25; level of theory: ωB97M-V/def2-TZVPD.

Atoms and positions in Å:
C  1.8056  0.9577  0.4352
O  3.0174  -1.8489  0.7422
H  2.1219  0.7127  1.4579
N  -1.8105  -0.5778  -0.3441
H  -0.1645  1.4806  0.9988
H  2.7299  1.3760  0.0254
O  4.1495  -0.7594  -0.7676
O  -2.0392  0.3268  -1.3815
O  -1.2688  -0.2207  0.7188
H  -1.4194  -2.2795  1.1086
N  3.1631  -1.0610  -0.1448
O  0.9449  -0.7161  -1.0946
O  -1.8840  -2.7302  0.3285
C  1.7871  -0.3088  -0.3767
C  -1.9806  -1.8447  -0.6910
O  0.6754  1.7435  0.5295
H  -1.3534  1.0118  -1.3445
H  -2.3537  -2.0992  -1.7114

SMILES: O=C(CO)[N+](=O)[O-].[O-]/[N+](O)=C\O

Here are the Löwdin charges for atoms 1 to 6, given in e: C -0.198; O 0.117; H 0.145; N -0.328; H 0.112; H 0.143

3.
The molecule C3H6N2OS at a distorted geometry. Source: OMol25; level of theory: ωB97M-V/def2-TZVPD.

Atoms and positions in Å:
S  0.6631  0.3314  0.5729
C  -1.0661  0.6773  0.6402
H  2.1299  -2.1554  -1.8032
H  1.9843  -2.2388  -0.0927
H  -1.3911  0.8683  -1.2528
H  -2.4569  0.9621  2.0627
O  -0.0447  -0.7882  -1.7239
C  2.0522  -1.5273  -0.9127
H  -0.9081  0.6493  2.6867
H  2.8582  -0.8401  -0.7654
C  0.7748  -0.7431  -0.8930
N  -1.4938  0.9115  1.9031
N  -1.7969  0.9909  -0.3627

SMILES: [H]/N=C(/N)SC(C)=O

Here are the Löwdin charges for atoms 1 to 6, given in e: S 0.999; C -0.810; H 0.093; H 0.084; H 0.007; H 0.079

4.
The molecule C3H6N2OS at a distorted geometry. Source: OMol25; level of theory: ωB97M-V/def2-TZVPD.

Atoms and positions in Å:
N  -0.5380  -0.8611  0.0866
O  -1.8417  -2.5477  0.8788
C  -1.6914  -1.5509  0.2024
H  0.4814  1.2427  1.2986
H  0.9079  1.8874  -1.1168
H  -1.2010  1.0171  -0.4530
S  0.8278  -1.0590  1.0797
C  1.2519  0.6688  0.7704
C  0.9418  0.8853  -0.6898
H  2.2609  0.7472  0.8993
H  -2.4271  -1.1355  -0.5767
H  1.4543  0.3252  -1.5742
N  -0.4268  0.3804  -0.8051

SMILES: O=CN1NCCS1

Here are the Löwdin charges for atoms 1 to 6, given in e: N -0.409; O -0.003; C -0.429; H 0.091; H 0.115; H 0.133

5.
The molecule C3H6N2OS at a distorted geometry. Source: OMol25; level of theory: ωB97M-V/def2-TZVPD.

Atoms and positions in Å:
C  0.0273  -0.7171  0.1874
H  1.2317  -1.3844  -1.4577
C  -0.5453  0.7245  0.4848
H  -1.8614  0.1961  1.9515
O  -0.9556  -1.4685  -0.5297
C  1.2282  -0.5847  -0.8473
H  0.0733  2.7141  -0.1839
H  0.3156  -1.3047  1.1082
S  1.1374  1.0936  -1.5581
N  -1.4220  0.9723  1.3277
N  0.3520  1.7034  -0.0408
H  2.2756  -0.5929  -0.4484
H  -1.8567  -1.3516  0.0064

SMILES: [H]/N=C1/NSC[C@@H]1O

Here are the Löwdin charges for atoms 1 to 6, given in e: C -0.339; H 0.031; C -0.492; H 0.102; O -0.093; C -0.398

6.
A cluster of 2 separate species, C3H6N2OS in total at a distorted geometry. Source: OMol25; level of theory: ωB97M-V/def2-TZVPD.

Atoms and positions in Å:
C  1.6333  1.4214  -0.0574
H  2.6793  1.4294  -0.2778
H  -2.1617  0.3465  0.2438
S  -0.9157  -1.9690  0.9655
H  1.1546  1.8224  0.8545
H  0.8343  -2.6382  -0.0226
H  -0.5400  0.5365  1.1281
O  -1.6477  -2.7103  0.0002
C  -1.1674  0.5277  0.2113
H  -0.8374  1.2258  -1.9272
N  0.8979  1.0100  -0.9118
C  -0.5004  0.9321  -0.8853
N  0.5708  -1.9343  0.6787

Here are the Löwdin charges for atoms 1 to 6, given in e: C -0.068; H 0.074; H 0.014; S 0.805; H 0.092; H 0.022

7.
The molecule C3H6N2OS at a distorted geometry. Source: OMol25; level of theory: ωB97M-V/def2-TZVPD.

Atoms and positions in Å:
H  -0.8080  -1.3691  0.4078
C  1.9681  -0.4736  -0.3250
H  1.9190  -1.3661  -0.9683
C  -2.3047  0.6030  0.3437
H  -3.0884  1.1073  0.9113
H  2.5979  -0.6670  0.5886
O  0.0581  -1.1323  0.8720
S  -2.6436  -0.8977  -0.3341
C  -0.0259  0.9508  -0.1827
N  -1.2156  1.3407  0.2091
H  2.3730  0.3943  -0.8665
N  0.6108  -0.1671  0.0746
H  0.5594  1.6766  -0.7305

SMILES: CN(O)/C=N\C=S

Here are the Löwdin charges for atoms 1 to 6, given in e: H -0.031; C -0.008; H 0.104; C -0.678; H 0.053; H 0.115

8.
The molecule C3H6N2OS at a distorted geometry. Source: OMol25; level of theory: ωB97M-V/def2-TZVPD.

Atoms and positions in Å:
C  1.2404  -1.1390  0.5303
H  1.2593  2.2448  -0.9886
O  -1.4919  -0.6976  -1.5001
H  2.3003  -1.5457  0.7831
H  -2.5578  -0.9154  0.1848
C  0.7850  1.4319  -0.6543
N  -0.3009  1.6626  -0.0868
N  -1.0985  0.6476  0.3063
H  -1.7853  0.9689  1.0697
H  0.5643  -1.9655  0.1225
S  1.7673  0.0399  -0.8328
C  -1.7201  -0.3623  -0.3550
H  1.0381  -0.3703  1.4208

SMILES: CS/C=N\NC=O

Here are the Löwdin charges for atoms 1 to 6, given in e: C -0.375; H 0.020; O 0.003; H 0.042; H 0.146; C -0.542

Kohn-Sham gap
In order: 10.16, 8.93, 9.84, 8.89, 8.96, 8.72, 8.66, 9.32
Unit: eV
Relative energy (zero: lowest compared OMol25 entry of this formula, charge and spin)
In order: 115.8, 0.0, 110.6, 333.5, 280.5, 431.3, 310.2, 329.9
Unit: kJ/mol